Run 1
Density functional theory data (ωB97M-V with the def2-TZVPD basis set) for an isolated ion of composition C4H10NO2 and charge +1.

Last columns: bonded neighbours and bond lengths (Å).
CARTESIAN COORDINATES (ANGSTROEM)
1 H -1.257 1.769 -0.889  C3 1.112
2 O -0.429 -0.044 1.410  C7 1.200
3 C -0.370 1.139 -0.654  H1 1.112, C7 1.427, C8 1.544, H13 1.070
4 O -0.056 2.089 1.434  C7 1.345, H16 0.943
5 H 0.669 0.059 -2.068  C8 1.114
6 H 1.841 -1.259 -0.279  N17 1.037
7 C -0.241 0.943 0.754  O2 1.200, C3 1.427, O4 1.345
8 C -0.252 -0.160 -1.480  C3 1.544, H5 1.114, H9 1.146, C12 1.466
9 H -0.988 -0.247 -2.353  C8 1.146
10 H -0.674 -1.452 0.234  C12 1.059
11 H 1.167 -2.829 0.182  N17 1.061
12 C -0.236 -1.419 -0.730  C8 1.466, H10 1.059, H15 1.166, N17 1.607
13 H 0.393 1.846 -0.906  C3 1.070
14 H 1.444 -2.563 -1.354  N17 0.984
15 H -0.861 -2.273 -1.220  C12 1.166
16 H 0.144 1.949 2.345  O4 0.943
17 N 1.228 -2.054 -0.540  H6 1.037, H11 1.061, C12 1.607, H14 0.984

Results
Total charge: +1
E_LUMO, Eh: -0.135
SMILES string: [NH3+]CCCC(=O)O
HOMO level, eV: -14.19

Run 2
Density functional theory data (ωB97M-V with the def2-TZVPD basis set) for an isolated ion of composition C4H10NO2 and charge +1.

Last columns: bonded neighbours and bond lengths (Å).
CARTESIAN COORDINATES (ANGSTROEM)
1 N -0.790 0.024 -1.333  H8 1.122, H11 1.031, C14 1.504, H16 1.026
2 H 1.530 -0.281 0.109  C4 1.074
3 H -0.033 -2.434 0.060  C15 0.994
4 C 0.647 -0.463 0.692  H2 1.074, H7 1.148, C14 1.539, C15 1.545
5 H 1.331 -2.266 1.285  C15 1.185
6 H 0.528 2.899 -1.276  O13 0.939
7 H 0.960 -0.199 1.765  C4 1.148
8 H -0.979 -1.081 -1.383  N1 1.122
9 O -0.003 2.598 1.045  C10 1.167
10 C 0.054 1.746 0.250  O9 1.167, O13 1.379, C14 1.522
11 H -1.640 0.523 -1.634  N1 1.031
12 H -0.457 -1.929 1.709  C15 1.104
13 O 0.634 2.018 -0.971  H6 0.939, C10 1.379
14 C -0.527 0.346 0.112  N1 1.504, C4 1.539, C10 1.522, H17 1.155
15 C 0.266 -1.949 0.874  H3 0.994, C4 1.545, H5 1.185, H12 1.104
16 H 0.052 0.185 -1.897  N1 1.026
17 H -1.573 0.264 0.594  C14 1.155

Results
Total charge: +1
E_LUMO, Eh: -0.144
SMILES string: CC[C@H]([NH3+])C(=O)O
HOMO level, eV: -15.05

Run 3
Density functional theory data (ωB97M-V with the def2-TZVPD basis set) for an isolated ion of composition C4H10NO2 and charge +1.

Last columns: bonded neighbours and bond lengths (Å).
CARTESIAN COORDINATES (ANGSTROEM)
1 H -1.203 2.070 -0.686  C3 1.090
2 C 0.587 -1.654 -1.151  H4 1.086, H8 1.089, N15 1.488, H17 1.086
3 C -1.172 0.980 -0.722  H1 1.090, H5 1.087, C7 1.531, H12 1.085
4 H 1.606 -1.387 -1.418  C2 1.086
5 H -1.202 0.749 -1.784  C3 1.087
6 H 0.778 -1.215 0.881  N15 1.023
7 C 0.139 0.554 -0.055  C3 1.531, H9 1.085, C14 1.538, N15 1.495
8 H 0.618 -2.722 -0.945  C2 1.089
9 H 0.948 0.933 -0.671  C7 1.085
10 H -0.765 -1.206 0.324  N15 1.024
11 O -0.024 2.360 1.529  C14 1.187
12 H -2.026 0.640 -0.145  C3 1.085
13 H 0.878 0.783 3.078  O16 0.969
14 C 0.219 1.215 1.331  C7 1.538, O11 1.187, O16 1.356
15 N 0.193 -0.933 0.090  C2 1.488, H6 1.023, C7 1.495, H10 1.024
16 O 0.563 0.318 2.287  H13 0.969, C14 1.356
17 H -0.137 -1.484 -1.943  C2 1.086

Results
Total charge: +1
E_LUMO, Eh: -0.124
SMILES string: C[NH2+][C@@H](C)C(=O)O
HOMO level, eV: -15.24

Run 4
Density functional theory data (ωB97M-V with the def2-TZVPD basis set) for an isolated ion of composition C4H10NO2 and charge +1.

Last columns: bonded neighbours and bond lengths (Å).
CARTESIAN COORDINATES (ANGSTROEM)
1 C 0.902 -1.334 -0.002  H4 1.093, H8 1.122, C9 1.565, H17 1.110
2 H -0.093 -0.310 -1.958  C3 1.080
3 C -1.001 -0.339 -1.374  H2 1.080, C9 1.647, H10 1.154, H13 1.087
4 H 1.610 -1.007 0.765  C1 1.093
5 C -0.348 0.529 1.012  O7 1.366, C9 1.516, O14 1.372, N15 1.521
6 H 1.576 1.295 0.839  N15 0.949
7 O -1.376 1.281 1.502  C5 1.366, O14 1.456
8 H 0.985 -2.453 -0.031  C1 1.122
9 C -0.524 -0.711 0.158  C1 1.565, C3 1.647, C5 1.516, H16 1.104
10 H -1.443 0.721 -1.492  C3 1.154
11 H 0.790 1.233 -0.533  N15 1.006
12 H 0.532 2.402 0.563  N15 0.980
13 H -1.807 -0.915 -1.821  C3 1.087
14 O -0.480 0.539 2.378  C5 1.372, O7 1.456
15 N 0.725 1.448 0.448  C5 1.521, H6 0.949, H11 1.006, H12 0.980
16 H -1.343 -1.344 0.543  C9 1.104
17 H 1.295 -1.035 -0.995  C1 1.110

Results
Total charge: +1
E_LUMO, Eh: -0.135
SMILES string: CC(C)C1([NH3+])OO1
HOMO level, eV: -15.79

Tell me which of them is the least stable. Sure, it is run 4.

Run 1
Density functional theory data (ωB97M-V with the def2-TZVPD basis set) for a 3-piece molecular cluster, C4H13O3 overall.

Last columns: bonded neighbours and bond lengths (Å).
CARTESIAN COORDINATES (ANGSTROEM)
1 H -2.279 0.875 2.958  O11 1.062
2 H 1.547 0.990 -2.284  C20 1.045
3 C 0.026 -0.362 -2.914  H9 1.176, H13 1.097, H17 1.067, C20 1.526
4 C 0.743 0.529 0.787  H5 1.112, H8 1.099, O18 1.353, C19 1.528
5 H 0.164 1.048 1.582  C4 1.112
6 H -0.752 0.106 -0.608  C19 1.078
7 H 0.508 -1.221 1.610  O18 1.027
8 H 1.687 1.080 0.675  C4 1.099
9 H -0.581 -1.230 -2.402  C3 1.176
10 H 1.604 -0.463 -1.378  C20 1.104
11 O -2.180 0.370 2.029  H1 1.062, H16 0.975
12 O -0.327 -1.664 2.764  H14 0.923
13 H -0.691 0.407 -3.226  C3 1.097
14 H -0.223 -1.440 3.653  O12 0.923
15 H -0.206 1.840 -0.417  C19 1.102
16 H -1.698 -0.403 2.375  O11 0.975
17 H 0.468 -0.783 -3.790  C3 1.067
18 O 1.181 -0.732 1.008  C4 1.353, H7 1.027
19 C 0.083 0.787 -0.567  C4 1.528, H6 1.078, H15 1.102, C20 1.625
20 C 0.926 0.267 -1.855  H2 1.045, C3 1.526, H10 1.104, C19 1.625

Results
Total charge: -1
E_LUMO, Eh: 0.143
HOMO level, eV: -3.97

Run 2
Density functional theory data (ωB97M-V with the def2-TZVPD basis set) for a 3-piece molecular cluster, C4H13O3 overall.

Last columns: bonded neighbours and bond lengths (Å).
CARTESIAN COORDINATES (ANGSTROEM)
1 H -2.850 -0.600 -0.245  C10 1.089
2 H 2.783 0.095 -0.977  O16 1.022
3 H 1.287 -0.931 0.850  C13 1.105
4 H 0.150 0.647 1.062  C13 1.102
5 O 1.276 0.317 -0.630  C13 1.383
6 H -1.903 0.636 0.657  C10 1.097
7 O -0.486 1.914 -1.508  H9 0.967, H15 1.046
8 C -2.604 -1.045 1.845  C10 1.541, H11 1.099, H12 1.098, H19 1.104
9 H -0.892 2.195 -0.676  O7 0.967
10 C -2.096 -0.436 0.524  H1 1.089, H6 1.097, C8 1.541, C18 1.514
11 H -3.375 -1.807 1.659  C8 1.099
12 H -1.710 -1.249 2.449  C8 1.098
13 C 0.584 -0.171 0.464  H3 1.105, H4 1.102, O5 1.383, C18 1.633
14 H -0.568 -2.078 0.365  C18 1.116
15 H 0.338 1.302 -1.309  O7 1.046
16 O 3.792 0.206 -0.860  H2 1.022, H17 0.962
17 H 3.845 0.291 0.097  O16 0.962
18 C -0.764 -1.013 0.092  C10 1.514, C13 1.633, H14 1.116, H20 1.103
19 H -3.226 -0.367 2.456  C8 1.104
20 H -0.738 -1.242 -0.987  C18 1.103

Results
Total charge: -1
E_LUMO, Eh: 0.137
HOMO level, eV: -3.89

Tell me which of them is the least stable. Sure, it is run 1.